The following is a DFT calculation (the ωB97M-V functional and the def2-TZVPD basis) of C6H3BInNO8 as an isolated structure.

Element x y z (Å)
In -16.5865 -19.4821 15.4492
O -11.3663 -24.2013 9.8163
C -11.8048 -24.2986 10.9051
O -11.6831 -23.5318 11.9252
B -12.7199 -23.8651 12.9357
O -13.2334 -25.1964 12.5312
C -12.7798 -25.4867 11.3773
O -12.9869 -26.4294 10.6906
O -13.7761 -22.8125 13.0152
C -13.7247 -22.2117 14.1767
O -14.3653 -21.2695 14.5005
C -12.6979 -23.0029 15.1119
O -12.2294 -23.9368 14.3259
O -12.4768 -22.8210 16.2467
C -19.8951 -23.3649 16.7754
C -19.3672 -22.0568 16.4177
N -18.9105 -21.0511 16.1090
H -20.4390 -23.7775 15.9235
H -20.6935 -23.2441 17.5109
H -19.1550 -24.0674 17.1446

Computed properties:
Charge = +2
HOMO-LUMO gap = 2.8 eV
Energy relative to the best compared isomer or geometry (same formula, charge and spin) = 72.7 kJ/mol
E_HOMO = -0.641 hartree



The following is a DFT calculation (the ωB97M-V functional and the def2-TZVPD basis) of C6H3CaNO4 as an isolated structure.

Element x y z (Å)
O 0.5317 -3.0657 -1.4910
C 0.6210 -1.9249 -1.3115
Ca 0.9579 0.5233 -0.6848
O -2.4661 0.3855 -3.1647
C -1.4929 0.4308 -2.5747
C 2.6782 0.4558 -2.5219
O 3.5526 0.4293 -3.2622
C 0.5616 2.9818 -1.3344
O 0.4444 4.1062 -1.5218
C -1.0462 -0.8452 3.4167
C -0.6339 -0.4925 2.1067
N -0.2385 -0.1647 1.0539
H -1.9925 -0.3214 3.6610
H -0.2657 -0.5580 4.1515
H -1.2116 -1.9402 3.4771

Computed properties:
Charge = +2
HOMO-LUMO gap = 11.7 eV
Energy relative to the best compared isomer or geometry (same formula, charge and spin) = 0.0 kJ/mol
E_HOMO = -0.742 hartree



The following is a DFT calculation (the ωB97M-V functional and the def2-TZVPD basis) of a single C6H3Cl molecule.

Element x y z (Å)
Cl 0.7172 -2.9655 -1.9318
C 0.2794 -1.5112 -1.2527
C 0.3237 -0.2717 -0.9086
C 0.6004 1.0472 -0.3886
C -0.1262 1.1194 0.7361
C -0.7399 -0.1440 1.0796
C -0.5284 -1.0591 0.1588
H 1.0508 1.9406 -0.8200
H -0.1533 2.1438 1.3358
H -1.4238 -0.2994 1.9915

Computed properties:
Charge = 0
HOMO-LUMO gap = 9.3 eV
SMILES string = Clc1c2cccc1-2
Energy relative to the best compared isomer or geometry (same formula, charge and spin) = 159.0 kJ/mol
E_HOMO = -0.333 hartree



The following is a DFT calculation (the ωB97M-V functional and the def2-TZVPD basis) of C6H3Cl3N2O4 as an isolated structure.

Element x y z (Å)
C 1.0774 -1.0256 -0.0436
C 1.6380 0.1592 -0.2901
C -0.3466 -1.2924 -0.1257
C -1.2707 -0.3322 -0.1851
C 0.8535 1.3698 -0.6818
C -0.4646 1.4193 0.0397
N -0.7404 -2.7037 -0.1480
N -0.3073 1.5158 1.5165
O 0.1386 -3.5191 -0.0136
O -1.2300 1.1477 2.1891
O -1.9110 -2.9529 -0.2911
O 0.7407 1.9587 1.9122
Cl -2.8996 -0.2951 -0.3427
Cl 0.5232 1.2800 -2.4555
Cl -1.6207 2.6013 -0.4852
H 1.6877 -1.8866 0.1862
H 2.7095 0.2666 -0.2597
H 1.4225 2.2891 -0.5215

Computed properties:
Charge = 0
HOMO-LUMO gap = 8.8 eV
Energy relative to the best compared isomer or geometry (same formula, charge and spin) = 0.0 kJ/mol
E_HOMO = -0.364 hartree



The following is a DFT calculation (the ωB97M-V functional and the def2-TZVPD basis) of an isolated ion of composition C6H3F2O3 and charge -1.

Element x y z (Å)
C -0.1955 1.3652 -0.0362
C -0.5639 2.1371 -1.1205
C 0.0506 -0.0271 -0.4664
C -0.6000 1.2301 -2.3723
C 0.9338 -1.6215 1.4386
C -0.3691 -1.1909 0.5027
O 0.6058 -2.2867 2.4342
O 2.0076 -1.1795 0.9135
O -0.3243 -0.0058 -1.8751
F -1.4882 -0.7433 1.2385
F -0.7998 -2.3307 -0.1458
H 0.1379 1.5762 1.0335
H -0.5734 3.2509 -1.0451
H 1.1786 -0.1740 -0.4998

Computed properties:
Charge = -1
HOMO-LUMO gap = 8.5 eV
E_HOMO = -0.192 hartree



The following is a DFT calculation (the ωB97M-V functional and the def2-TZVPD basis) of a single C6H3NO molecule.

Element x y z (Å)
C 2.0014 1.0363 -0.1642
C 1.5168 -0.0738 -0.3899
C 0.7340 -1.3410 -0.0592
C -0.5722 -1.0505 0.1386
C -1.5238 -0.0087 -0.0919
O -2.6827 -0.2569 -0.4328
C -1.2580 1.4452 0.1575
N -0.7664 2.5701 0.0496
H 2.5844 2.0084 -0.3315
H 1.2132 -2.3314 0.6142
H -1.2467 -1.9976 0.5095

Computed properties:
Charge = 0
HOMO-LUMO gap = 8.7 eV
SMILES string = C#C/C=C\C(=O)C#N
Energy relative to the best compared isomer or geometry (same formula, charge and spin) = 393.6 kJ/mol
E_HOMO = -0.376 hartree



Question: Which formula does entry 2 have?
Answer: C6H3CaNO4